# 1
The following is a quantum chemistry calculation of a structure of composition C35H59CsI2N8O4PS2SeSi at a distorted geometry, from the Open Molecules 2025 dataset.

**Multiplicity**: 2
**Orbital gap (spin up / spin down)**: 3.37 / 5.86 eV
**<S²>**: 0.770
**Net charge**: -2

Last column: Löwdin charge in e.
Positions of all 114 atoms, in Å:
Cs 0.663255 -1.498101 0.015193  0.72
C -4.315837 4.032198 2.503925  -0.08
N -3.012732 4.046228 1.853690  -0.16
C -2.243457 5.262922 1.969266  -0.06
C -2.399832 2.860571 1.490138  -0.37
N -1.102306 2.631608 1.596122  0.12
C -0.402906 2.722769 2.743710  -0.24
C -0.967189 2.588937 4.037576  -0.06
C -0.175685 2.286276 5.140495  -0.14
C 1.237250 2.308718 5.010293  -0.14
C 1.833452 2.420410 3.767062  -0.05
C 1.056464 2.618599 2.590654  -0.26
N 1.571875 2.594562 1.355151  0.11
C 2.818331 2.997289 1.053732  -0.35
N 3.524985 2.249611 0.170820  -0.12
C 3.128535 0.840879 -0.056582  -0.08
C 4.593796 2.788994 -0.683358  -0.07
N 3.340456 4.196783 1.471400  -0.16
C 2.468670 5.223074 1.979071  -0.06
C 4.693750 4.268575 1.966032  -0.08
N -3.110866 1.942227 0.830003  -0.12
C -2.533237 0.621037 0.599314  -0.05
C -4.238525 2.252767 -0.009967  -0.05
H -4.324887 4.837340 3.303943  0.09
H -4.573712 3.049873 2.900569  0.09
H -5.085678 4.435730 1.818148  0.07
H -2.868980 6.122038 1.797240  0.07
H -1.426796 5.273399 1.255062  0.09
H -1.768894 5.375391 2.938517  0.08
H -2.054824 2.558125 4.121914  0.10
H -0.647086 1.999487 6.102877  0.09
H 1.832987 2.247893 5.928162  0.08
H 2.907832 2.303398 3.633811  0.10
H 3.849538 0.169506 0.449861  0.10
H 3.025477 0.645519 -1.125503  0.09
H 2.156647 0.775291 0.467076  -0.01
H 4.443393 3.878908 -0.803735  0.07
H 4.500366 2.376319 -1.710148  0.07
H 5.627259 2.570302 -0.293714  0.09
H 1.443305 5.034154 1.634235  0.09
H 2.785082 6.171459 1.525209  0.09
H 2.541774 5.297961 3.085854  0.09
H 5.079309 3.284849 2.388946  0.11
H 4.753284 5.018078 2.772032  0.08
H 5.402352 4.582624 1.175336  0.07
H -1.465224 0.679588 0.872580  0.05
H -2.582513 0.286997 -0.448266  0.06
H -3.014450 -0.151995 1.180487  0.07
H -5.114169 1.709100 0.366681  0.09
H -4.061457 1.898093 -1.060250  0.09
H -4.393392 3.339722 -0.023069  0.08
O -4.350572 -6.027826 4.399732  -0.10
C -4.398251 -6.072848 2.965463  -0.20
C -3.554272 -4.871484 2.502761  -0.23
C -2.658069 -4.116835 3.244003  -0.08
C -2.002186 -3.044642 2.639149  -0.16
N -2.151138 -2.675418 1.340641  0.02
C -2.927970 -3.504739 0.600216  -0.27
C -3.688502 -4.576958 1.141876  -0.01
C -3.091701 -3.229135 -0.818394  -0.27
C -3.504099 -4.310338 -1.637260  -0.01
C -3.952759 -4.023741 -2.936171  -0.23
C -4.585689 -5.135295 -3.812609  -0.22
O -4.508483 -6.358285 -3.094445  -0.09
C -3.886593 -2.706421 -3.383644  -0.10
C -3.244794 -1.749700 -2.554269  -0.18
N -2.851738 -1.996094 -1.315612  0.07
H -4.775913 -6.825943 4.749048  0.08
H -5.455838 -5.795551 2.676119  0.13
H -3.998309 -6.981082 2.494631  0.12
H -2.378483 -4.370241 4.266315  0.09
H -1.274182 -2.416447 3.188245  0.10
H -4.380631 -5.082035 0.464092  0.11
H -3.389353 -5.336331 -1.359439  0.09
H -4.073511 -5.144682 -4.810433  0.12
H -5.666988 -4.861627 -3.932264  0.12
H -3.967383 -7.023066 -3.532392  0.08
H -4.256467 -2.336361 -4.376961  0.09
H -3.126868 -0.725809 -2.957839  0.09
C 6.237652 -7.016894 -1.038072  -0.09
C 5.400564 -5.769551 -1.357264  -0.29
O 5.119508 -5.126157 -0.040752  -0.40
P 4.523969 -3.607353 -0.100013  -0.33
S 3.480127 -3.317996 1.529967  0.10
S 3.671015 -3.111517 -1.759933  0.17
O 5.885838 -2.706703 -0.134557  -0.39
C 6.892099 -3.055796 0.886935  -0.28
C 8.213431 -2.468177 0.391155  -0.08
H 6.435814 -7.613158 -1.934141  0.06
H 5.827287 -7.664317 -0.256728  0.07
H 7.226485 -6.675403 -0.697640  0.07
H 4.382144 -5.949860 -1.784289  0.10
H 5.890870 -5.008643 -1.990101  0.09
H 6.940296 -4.120800 1.099699  0.10
H 6.541321 -2.548801 1.758849  0.08
H 8.550570 -2.955197 -0.531170  0.07
H 9.014653 -2.629980 1.098583  0.06
H 8.176456 -1.398825 0.195107  0.07
I 1.163534 3.304538 -3.766644  0.11
I 3.739660 4.731297 -4.225816  -0.44
C -1.925573 2.294799 -6.287508  -0.25
Si -2.359747 3.329219 -4.797788  0.20
C -1.599885 5.019229 -4.667123  -0.32
C -4.168316 3.203080 -4.310028  -0.23
Se -1.069908 2.213818 -3.114063  -0.02
H -2.237736 2.783938 -7.226802  0.02
H -2.421471 1.336727 -6.168404  0.02
H -0.853378 2.153794 -6.334763  0.01
H -2.209564 5.875966 -5.030914  0.03
H -0.631061 5.083819 -5.118313  -0.04
H -1.525990 5.241271 -3.600581  0.01
H -4.891283 3.591818 -5.030642  0.02
H -4.308360 3.693320 -3.339164  0.02
H -4.405125 2.161302 -4.115220  0.02

Cartesian forces (eV/Å) of the 2 atoms listed first:
Cs -0.334 -0.387 -0.105
C -0.089 1.941 0.085



# 2
The following is a quantum chemistry calculation of a structure of composition C35H59FN11NiO3, from the Open Molecules 2025 dataset.

**Multiplicity**: 3
**Orbital gap (spin up / spin down)**: 8.25 / 8.30 eV
**<S²>**: 2.004
**Net charge**: +1

Last column: Löwdin charge in e.
Positions of all 110 atoms, in Å:
Ni 1.321285 0.433148 -0.072101  0.75
C 1.685534 -3.506943 -1.234466  -0.03
N 1.495965 -2.628793 -2.384444  -0.11
C 0.580440 -3.113479 -3.407193  -0.05
C 2.270815 -1.514559 -2.554331  -0.39
N 2.627071 -0.811311 -1.510829  0.05
C 3.873813 -0.075080 -1.620700  -0.22
C 4.377051 0.054360 -0.203791  -0.17
N 3.409168 0.810573 0.623001  -0.19
C 3.700925 2.262658 0.568017  -0.16
C 2.799203 2.995731 -0.396487  -0.19
N 1.396275 2.740321 -0.091657  0.08
C 0.650511 3.780556 0.138547  -0.38
N -0.698185 3.779001 -0.113470  -0.15
C -1.216374 3.346451 -1.407057  -0.04
C -1.606344 4.606387 0.659372  -0.06
N 1.151567 4.960650 0.648519  -0.17
C 2.062266 4.988126 1.773610  -0.05
C 0.734489 6.251342 0.126484  -0.05
C 3.398064 0.310270 2.008471  -0.17
C 2.266075 0.876717 2.828100  -0.20
N 0.973679 0.603040 2.186489  0.09
C -0.059592 0.693576 2.960531  -0.36
N 0.073258 0.889100 4.345669  -0.19
C -0.794406 1.843129 5.017249  -0.06
C 0.618673 -0.168007 5.180033  -0.07
N -1.351184 0.578219 2.526856  -0.11
C -2.361405 -0.034287 3.376066  -0.03
C -1.777499 0.731742 1.150056  -0.03
N 2.622025 -1.175444 -3.829392  -0.13
C 2.957773 -2.153488 -4.855909  -0.05
C 2.597024 0.216534 -4.260916  -0.04
H 0.717712 -3.825092 -0.844099  0.08
H 2.217707 -2.978579 -0.452698  0.08
H 2.242116 -4.404181 -1.523586  0.09
H -0.328982 -3.469281 -2.915328  0.09
H 0.991660 -3.946656 -3.982982  0.09
H 0.305537 -2.301342 -4.076667  0.09
H 3.760784 0.918115 -2.066881  0.09
H 4.612062 -0.610123 -2.223921  0.13
H 5.358962 0.530307 -0.168535  0.12
H 4.471671 -0.948109 0.208223  0.12
H 4.741823 2.427734 0.284713  0.13
H 3.575088 2.685657 1.559517  0.09
H 2.983861 2.638378 -1.412381  0.11
H 3.058815 4.053325 -0.384035  0.12
H -0.463910 2.776841 -1.940423  0.07
H -1.512754 4.220509 -1.999496  0.09
H -2.099267 2.715140 -1.277938  0.09
H -1.163234 4.872951 1.616148  0.09
H -2.523665 4.046218 0.850209  0.08
H -1.885581 5.522089 0.131059  0.09
H 2.238849 3.976139 2.131401  0.06
H 1.628917 5.567947 2.594224  0.10
H 3.022448 5.443935 1.513894  0.10
H 0.149661 6.118942 -0.781215  0.09
H 1.616719 6.843037 -0.126959  0.09
H 0.143497 6.822253 0.848964  0.09
H 4.346181 0.517775 2.514752  0.14
H 3.272051 -0.771899 1.958456  0.13
H 2.383704 1.950765 2.997954  0.11
H 2.359886 0.410867 3.803926  0.09
H -1.171793 2.571718 4.301210  0.09
H -0.221878 2.377693 5.778895  0.09
H -1.649706 1.371145 5.517171  0.08
H 1.058421 -0.950513 4.561061  0.09
H -0.166141 -0.628235 5.792770  0.09
H 1.388004 0.214196 5.858283  0.09
H -1.972636 -0.237764 4.368159  0.07
H -2.682472 -0.984241 2.938444  0.09
H -3.236829 0.612947 3.465920  0.10
H -1.001262 1.171317 0.551132  0.05
H -2.651423 1.387154 1.125699  0.10
H -2.072379 -0.227479 0.719520  0.08
H 3.185136 -3.116435 -4.404261  0.09
H 3.851527 -1.812243 -5.382026  0.09
H 2.160993 -2.281286 -5.594640  0.09
H 2.068128 0.818997 -3.527082  0.08
H 2.040907 0.284729 -5.196927  0.10
H 3.607313 0.609964 -4.421413  0.09
C -5.303757 -1.748254 -2.498128  -0.04
C -4.574438 -2.981303 -1.969826  -0.29
C -5.424996 -3.678407 -0.925347  -0.15
C -4.681684 -4.844308 -0.292814  -0.12
C -3.417091 -4.341365 0.349668  -0.13
C -2.902001 -4.921570 1.483761  0.06
C -1.718962 -4.440410 2.041909  -0.26
F -1.248488 -5.036971 3.149696  0.08
C -1.034028 -3.403314 1.487873  0.06
C -1.541406 -2.796872 0.328063  -0.07
C -0.785803 -1.697736 -0.275231  -0.35
O 0.250502 -1.300409 0.297234  -0.05
C -1.307594 -1.194495 -1.499376  -0.06
C -2.484974 -1.685636 -1.981875  0.03
N -3.238823 -2.628840 -1.383323  0.05
C -2.743298 -3.246500 -0.231258  -0.07
C -0.621550 -0.145036 -2.345116  -0.59
O -0.892986 -0.120097 -3.549821  0.03
O 0.175012 0.659561 -1.741788  -0.11
H -6.335733 -2.019786 -2.726485  0.09
H -4.863130 -1.346178 -3.410652  0.08
H -5.314459 -0.961855 -1.737400  0.10
H -4.396375 -3.674629 -2.793005  0.16
H -6.343167 -4.015908 -1.403609  0.13
H -5.699920 -2.952402 -0.152730  0.14
H -4.436400 -5.581374 -1.064762  0.13
H -5.301921 -5.350775 0.445823  0.12
H -3.408871 -5.762324 1.950998  0.14
H -0.107577 -3.036268 1.916315  0.14
H -2.830267 -1.302108 -2.931331  0.14

Cartesian forces (eV/Å) of the 2 atoms listed first:
Ni -0.102 0.090 -0.262
C -0.049 0.099 -0.203



Number 1: E_tot -6552.4061 Ha. Number 2: E_tot -3805.1559 Ha.